No. 1
{
  "formula": "C5H14NP",
  "method": "ωB97M-V with the def2-TZVPD basis set",
  "multiplicity": 1,
  "orbital_gap_ev": 9.061,
  "charge": 0,
  "e_above_lowest_kcal_mol": 8.64,
  "e_homo_ha": -0.29955,
  "lumo_energy_ev": 0.91,
  "smiles": "CP(N)C(C)(C)C",
  "elements": ["C", "P", "N", "C", "C", "C", "C", "H", "H", "H", "H", "H", "H", "H", "H", "H", "H", "H", "H", "H", "H"],
  "positions_angstrom": [[-0.389, -1.169, -1.980], [0.740, -1.209, -0.461], [-0.005, -2.341, 0.580], [0.337, 0.573, 0.289], [-1.177, 0.775, 0.311], [1.064, 0.655, 1.632], [0.936, 1.587, -0.663], [-0.343, -0.116, -2.286], [-1.402, -1.496, -1.683], [0.072, -1.958, -2.758], [0.433, -2.989, 1.279], [-0.785, -1.947, 0.997], [-1.752, 1.114, -0.546], [-1.743, -0.176, 0.566], [-1.337, 1.675, 0.893], [0.533, 1.481, 2.168], [2.049, 1.090, 1.399], [1.189, -0.265, 2.235], [1.989, 1.320, -0.996], [0.226, 1.697, -1.563], [1.129, 2.556, -0.132]],
  "mulliken_charge": [-0.73, 0.10, -0.50, 1.26, -1.45, -1.44, -1.71, 0.21, 0.27, 0.29, 0.25, 0.20, 0.34, 0.23, 0.45, 0.33, 0.36, 0.36, 0.37, 0.39, 0.43]
}



No. 2
{
  "formula": "C5H14NSi",
  "method": "ωB97M-V with the def2-TZVPD basis set",
  "multiplicity": 3,
  "orbital_gap_ev": [4.650, 6.378],
  "charge": 1,
  "e_above_lowest_kcal_mol": 41.33,
  "e_homo_ha": [-0.29015, -0.52996],
  "lumo_energy_ev": [-3.25, -8.04],
  "elements": ["C", "C", "C", "C", "C", "N", "Si", "H", "H", "H", "H", "H", "H", "H", "H", "H", "H", "H", "H", "H", "H"],
  "positions_angstrom": [[2.122, 0.024, 1.088], [1.300, 0.806, 0.191], [-1.547, 1.667, -0.601], [-1.611, -0.779, 1.370], [-0.649, -1.246, -1.388], [2.366, 0.030, -0.394], [-0.865, 0.081, -0.151], [2.891, 0.418, 1.721], [1.562, -0.916, 1.307], [1.401, 1.896, -0.017], [-2.641, 1.557, -0.760], [-1.416, 2.431, 0.226], [-1.168, 2.147, -1.501], [-2.740, -0.522, 1.434], [-1.428, -1.953, 1.389], [-1.143, -0.400, 2.268], [-0.004, -1.067, -2.233], [-0.271, -1.981, -0.662], [-1.613, -1.763, -1.738], [3.204, 0.478, -0.699], [2.250, -0.908, -0.849]],
  "lowdin_spin": [0.18, 0.70, 0.07, 0.07, 0.13, 0.14, 0.39, 0.01, 0.07, 0.04, 0.02, 0.00, 0.00, 0.02, 0.00, 0.01, 0.01, 0.02, 0.04, 0.01, 0.06]
}



No. 3
{
  "formula": "C5H14O",
  "method": "ωB97M-V with the def2-TZVPD basis set",
  "multiplicity": 1,
  "orbital_gap_ev": 11.158,
  "charge": 0,
  "e_above_lowest_kcal_mol": 18.75,
  "e_homo_ha": -0.37624,
  "lumo_energy_ev": 0.92,
  "smiles": "CC(C)O.CC",
  "elements": ["C", "C", "C", "O", "H", "H", "H", "H", "H", "H", "H", "H", "C", "C", "H", "H", "H", "H", "H", "H"],
  "positions_angstrom": [[0.005, -2.445, 0.109], [0.043, -1.190, -0.721], [0.031, -1.424, -2.240], [-1.022, -0.295, -0.404], [0.863, -3.070, -0.177], [-0.861, -3.083, 0.008], [0.153, -2.262, 1.177], [0.976, -0.658, -0.530], [-0.202, -0.444, -2.656], [1.032, -1.707, -2.590], [-0.650, -2.189, -2.626], [-1.875, -0.728, -0.327], [0.466, 2.094, 0.958], [0.416, 3.097, 2.137], [0.548, 2.716, 0.056], [1.266, 1.359, 0.850], [-0.497, 1.598, 0.843], [-0.322, 3.837, 1.896], [0.328, 2.611, 3.109], [1.438, 3.490, 2.190]],
  "mulliken_charge": [-1.41, 0.78, -1.37, -0.51, 0.37, 0.39, 0.34, 0.13, 0.37, 0.35, 0.30, 0.28, -0.72, -0.94, 0.28, 0.28, 0.22, 0.28, 0.32, 0.27]
}



No. 4
{
  "formula": "C5H14O2",
  "method": "ωB97M-V with the def2-TZVPD basis set",
  "multiplicity": 1,
  "orbital_gap_ev": 9.837,
  "charge": 0,
  "e_above_lowest_kcal_mol": 22.07,
  "e_homo_ha": -0.33610,
  "lumo_energy_ev": 0.69,
  "smiles": "C/C=C/CC.O.O",
  "elements": ["C", "C", "C", "C", "C", "H", "H", "H", "H", "H", "H", "H", "H", "H", "H", "O", "H", "H", "O", "H", "H"],
  "positions_angstrom": [[1.856, 2.486, -0.757], [0.863, 1.406, -0.338], [0.677, 0.997, 0.909], [-0.391, 0.015, 1.319], [-1.482, 0.512, 2.258], [2.690, 2.583, -0.059], [1.360, 3.427, -0.704], [2.194, 2.223, -1.756], [0.323, 0.993, -1.175], [1.268, 1.400, 1.706], [-0.896, -0.273, 0.391], [0.089, -0.873, 1.718], [-1.518, 0.086, 3.253], [-2.467, 0.417, 1.804], [-1.456, 1.578, 2.440], [4.035, -2.595, -2.392], [4.218, -3.405, -1.902], [4.247, -2.863, -3.303], [-5.304, -3.014, -1.359], [-4.420, -2.703, -1.145], [-5.884, -2.398, -0.909]],
  "mulliken_charge": [-1.15, -0.11, -0.31, -0.32, -1.13, 0.31, 0.28, 0.33, 0.28, 0.30, 0.18, 0.37, 0.30, 0.29, 0.38, -0.64, 0.32, 0.32, -0.64, 0.32, 0.32]
}



No. 5
{
  "formula": "C5H14O2",
  "method": "ωB97M-V with the def2-TZVPD basis set",
  "multiplicity": 2,
  "orbital_gap_ev": [9.786, 3.742],
  "charge": 1,
  "e_above_lowest_kcal_mol": 67.18,
  "e_homo_ha": [-0.50519, -0.50519],
  "lumo_energy_ev": [-3.96, -10.00],
  "elements": ["C", "O", "C", "C", "C", "C", "H", "H", "H", "H", "H", "H", "H", "H", "H", "H", "H", "H", "H", "H", "O"],
  "positions_angstrom": [[0.446, 0.063, 0.667], [0.933, 0.282, 1.982], [-0.280, -1.268, 0.485], [-0.131, -1.740, -1.072], [-1.418, -2.524, -1.422], [1.073, -2.581, -1.091], [1.313, 0.197, -0.022], [-0.256, 0.947, 0.547], [1.328, 1.230, 2.054], [-1.334, -1.348, 0.913], [0.238, -1.990, 1.065], [-0.205, -0.815, -1.746], [-2.242, -1.748, -1.601], [-1.347, -3.091, -2.382], [-1.615, -3.064, -0.480], [2.064, -2.255, -1.499], [0.860, -3.596, -1.646], [1.163, -2.944, -0.075], [-0.946, 7.195, 0.073], [0.376, 6.389, 0.542], [-0.625, 6.367, 0.375]],
  "lowdin_spin": [0.15, 0.56, 0.06, 0.02, 0.01, 0.02, 0.06, 0.09, 0.00, 0.02, 0.01, 0.00, 0.00, 0.00, 0.00, 0.00, 0.00, 0.01, 0.00, 0.00, 0.00]
}



No. 6
{
  "formula": "C5H14O2",
  "method": "ωB97M-V with the def2-TZVPD basis set",
  "multiplicity": 2,
  "orbital_gap_ev": [10.380, 7.037],
  "charge": 1,
  "e_above_lowest_kcal_mol": 0.00,
  "e_homo_ha": [-0.53635, -0.53640],
  "lumo_energy_ev": [-4.21, -7.56],
  "elements": ["C", "C", "C", "C", "C", "H", "H", "H", "H", "H", "H", "H", "H", "H", "H", "H", "H", "O", "H", "H", "O"],
  "positions_angstrom": [[-1.147, 1.720, -1.720], [-0.893, 0.592, -0.822], [0.192, 0.510, 0.081], [0.433, -0.569, 1.054], [-2.015, -0.381, -0.715], [-1.842, 1.458, -2.526], [-1.694, 2.494, -1.164], [-0.319, 2.222, -2.193], [0.900, 1.338, 0.116], [-0.300, -0.455, 1.857], [1.437, -0.516, 1.467], [0.178, -1.536, 0.635], [-1.945, -1.055, 0.139], [-2.980, 0.122, -0.597], [-2.164, -0.928, -1.638], [1.097, -1.754, -2.708], [1.608, -1.318, -1.299], [1.555, -1.063, -2.223], [3.014, 0.339, 4.324], [2.602, -1.064, 4.004], [2.284, -0.154, 3.925]],
  "lowdin_spin": [0.05, 0.31, 0.38, 0.07, 0.04, 0.01, 0.03, 0.00, 0.01, 0.03, 0.00, 0.01, 0.00, 0.01, 0.02, 0.00, 0.00, 0.03, 0.00, 0.00, 0.00]
}



No. 7
{
  "formula": "C5H14O3",
  "method": "ωB97M-V with the def2-TZVPD basis set",
  "multiplicity": 2,
  "orbital_gap_ev": [3.638, 6.192],
  "charge": -1,
  "e_above_lowest_kcal_mol": 47.46,
  "e_homo_ha": [-0.00768, -0.10257],
  "lumo_energy_ev": [3.43, 3.40],
  "elements": ["C", "C", "C", "C", "C", "H", "H", "H", "H", "H", "H", "H", "H", "H", "H", "O", "H", "H", "O", "H", "H", "O"],
  "positions_angstrom": [[0.040, 1.588, -0.749], [0.331, 0.481, 0.282], [0.705, 0.738, 1.580], [0.695, -1.973, 0.481], [0.462, -0.848, -0.281], [-0.010, 2.527, -0.147], [-0.873, 1.325, -1.310], [0.986, 1.749, -1.273], [0.835, 1.798, 1.868], [1.147, 0.011, 2.263], [0.394, -1.922, 1.530], [0.854, -2.939, 0.012], [-0.057, -1.083, -1.212], [-2.384, -0.443, 2.123], [-1.482, -0.058, 0.959], [-2.434, -0.114, 1.224], [2.907, -1.015, -0.572], [3.052, 0.432, -0.200], [2.808, -0.130, -0.946], [-2.795, -0.226, -2.634], [-2.893, 0.241, -1.175], [-2.289, -0.140, -1.823]],
  "lowdin_spin": [0.01, 0.15, 0.22, 0.23, 0.15, 0.00, 0.00, 0.01, 0.03, 0.04, 0.03, 0.03, 0.00, 0.00, 0.01, 0.02, 0.01, 0.01, 0.04, 0.00, 0.00, 0.00]
}



No. 8
{
  "formula": "C5H14O3",
  "method": "ωB97M-V with the def2-TZVPD basis set",
  "multiplicity": 1,
  "orbital_gap_ev": 9.386,
  "charge": 0,
  "e_above_lowest_kcal_mol": 20.27,
  "e_homo_ha": -0.32120,
  "lumo_energy_ev": 0.65,
  "smiles": "C=C/C=C/C.O.O.O",
  "elements": ["C", "C", "C", "C", "C", "H", "H", "H", "H", "H", "H", "H", "H", "O", "H", "H", "O", "H", "H", "O", "H", "H"],
  "positions_angstrom": [[0.199, 2.315, 1.257], [0.614, 1.330, 0.457], [-0.221, 0.328, -0.205], [0.301, -0.609, -0.996], [-0.517, -1.668, -1.652], [0.976, 2.999, 1.600], [-0.830, 2.486, 1.542], [1.652, 1.315, 0.157], [-1.262, 0.218, 0.102], [1.350, -0.513, -1.252], [-1.567, -1.402, -1.578], [-0.285, -1.725, -2.712], [-0.417, -2.649, -1.214], [0.738, -1.081, 2.759], [1.642, -1.409, 2.794], [0.851, -0.121, 2.742], [-1.834, -2.390, 1.715], [-1.580, -1.488, 1.990], [-1.109, -2.621, 1.125], [0.504, 2.408, -2.544], [1.040, 1.724, -2.954], [-0.244, 2.553, -3.133]],
  "mulliken_charge": [-0.80, -0.30, 0.09, -0.05, -1.42, 0.26, 0.28, 0.19, 0.31, 0.44, 0.38, 0.36, 0.29, -0.59, 0.29, 0.32, -0.62, 0.30, 0.30, -0.61, 0.31, 0.30]
}